A cluster of 23 separate species, C138H115N23O46 in total in a non-equilibrium geometry. Source: the Open Molecules 2025 dataset; level of theory: the ωB97M-V functional and the def2-TZVPD basis.

Results
**LUMO energy**: -1.4863 eV
**Energy relative to the best compared isomer or geometry (same formula, charge and spin)**: 0.0 kJ/mol
**HOMO energy**: -9.530 eV
**Gap between HOMO and LUMO**: 8.04 eV

Cartesian coordinates (Å):
C 7.57788 7.12565 25.86485
C 6.36511 7.24926 25.22340
C 5.22692 7.58754 25.92653
C 5.18956 7.74355 27.30277
C 6.42292 7.61485 27.97746
C 7.57818 7.30133 27.21475
N 3.96032 8.08702 28.07317
O 4.04943 8.06180 29.30192
O 2.96781 8.39358 27.48314
H 8.52703 6.97893 25.37089
H 6.35206 7.18064 24.14566
H 4.35136 7.55327 25.29515
H 6.57181 7.73584 29.04028
H 8.49970 7.21957 27.77201
C 10.43667 8.73227 21.54895
C 9.67573 9.62108 22.30639
C 9.63323 9.50153 23.67539
C 10.61947 8.71426 24.30417
C 11.40373 7.85563 23.51824
C 11.22021 7.78523 22.15667
N 10.83861 8.79885 25.80929
O 10.09599 9.50936 26.43442
O 11.82556 8.30002 26.28309
H 10.47187 8.75085 20.46968
H 9.02090 10.26884 21.74246
H 8.97509 10.16537 24.21627
H 12.21842 7.30479 23.96460
H 11.71300 7.05571 21.53110
C 5.20296 3.02653 29.22623
C 4.73303 4.27326 28.92381
C 4.17600 4.42134 27.64482
C 3.87258 3.32106 26.86070
C 4.29105 2.05275 27.20830
C 4.90618 1.90932 28.42371
N 3.17391 3.55815 25.48677
O 3.16559 4.69605 25.01806
O 2.65458 2.57788 24.92329
H 5.68205 2.90806 30.18688
H 4.88038 5.13032 29.56423
H 3.85125 5.36427 27.23029
H 3.98853 1.15054 26.69751
H 5.09995 0.87566 28.66947
C 15.19703 6.68792 35.11635
C 15.85893 6.96473 36.31770
C 16.86612 7.90873 36.26691
C 17.36091 8.43349 35.07272
C 16.81409 7.96395 33.88891
C 15.73764 7.16118 33.89676
N 18.47706 9.47907 35.10074
O 18.81757 9.91836 36.21425
O 19.08611 9.76066 34.09067
H 14.42551 5.94684 35.26458
H 15.48448 6.70518 37.29690
H 17.33022 8.15586 37.21028
H 17.12696 8.35204 32.93083
H 15.28390 6.97085 32.93535
C 6.81824 3.32018 37.78072
C 7.89366 4.07072 38.15186
C 8.93073 4.19224 37.20269
C 8.88285 3.51775 35.97505
C 7.77013 2.81818 35.63425
C 6.67274 2.73293 36.53814
N 10.01708 3.61860 34.98765
O 10.02184 2.76540 34.08468
O 10.90503 4.43377 35.25073
H 5.98020 3.14794 38.43982
H 8.04827 4.50530 39.12839
H 9.85744 4.65496 37.50846
H 7.58558 2.38684 34.66148
H 5.78428 2.17881 36.27363
C 16.26487 1.50016 36.13152
C 16.45335 0.64545 35.05442
C 15.57763 0.74951 33.94077
C 14.52226 1.70596 33.89682
C 14.31164 2.52738 35.04672
C 15.22079 2.51034 36.09495
N 13.69976 1.80566 32.67921
O 12.78807 2.62555 32.59672
O 13.87864 1.02776 31.76820
H 16.86852 1.39246 37.02056
H 17.30861 -0.01139 35.11337
H 15.81001 0.13641 33.08257
H 13.45813 3.17707 35.17249
H 15.15880 3.27096 36.85915
C 8.90620 10.00112 33.17239
C 8.41787 10.84035 34.18922
C 8.15210 12.15517 33.88053
C 8.48664 12.64114 32.64759
C 9.02600 11.82174 31.69049
C 9.27016 10.45935 31.93270
N 8.28765 14.04807 32.30310
O 7.83147 14.78367 33.13188
O 8.63361 14.49762 31.26377
H 9.02190 8.94407 33.36124
H 8.05261 10.46256 35.13275
H 7.77750 12.70482 34.73139
H 9.16275 12.12683 30.66355
H 9.62667 9.79903 31.15599
C 14.52577 2.87825 26.82614
C 13.78963 2.97439 25.62120
C 12.62206 3.73019 25.62401
C 12.17508 4.43966 26.75460
C 12.96548 4.31392 27.92273
C 14.10822 3.53515 27.93288
N 11.05664 5.40963 26.65538
O 10.53763 5.80285 27.69461
O 10.55690 5.65198 25.53575
H 15.38430 2.22507 26.77443
H 14.15411 2.31891 24.84409
H 11.99709 3.89906 24.75956
H 12.57636 4.76116 28.82549
H 14.66581 3.50283 28.85724
C 13.02776 6.45738 30.74001
C 12.10280 7.39827 30.18970
C 10.77465 7.13828 30.29588
C 10.26056 6.03144 30.95728
C 11.18412 5.09606 31.51852
C 12.55051 5.39125 31.43817
N 8.79975 5.84633 31.01478
O 8.38269 4.77374 31.48794
O 8.13785 6.85851 30.91495
H 14.07261 6.72867 30.70739
H 12.41800 8.27561 29.64443
H 10.17090 7.93888 29.89471
H 10.95765 4.17420 32.03356
H 13.29150 4.69054 31.79361
C 4.81234 10.92469 33.76969
C 4.93701 11.04020 32.38013
C 4.73044 12.26615 31.73925
C 4.63673 13.41337 32.50467
C 4.56509 13.30085 33.88479
C 4.60185 12.07672 34.52406
N 4.56032 14.79415 31.85025
O 4.48141 14.89383 30.61271
O 4.76393 15.73866 32.60728
H 4.70942 9.93993 34.20102
H 5.01603 10.19405 31.71366
H 4.67266 12.37186 30.66598
H 4.30210 14.17444 34.46279
H 4.28027 12.00755 35.55276
C 11.82382 8.14410 34.58421
C 12.69258 9.03609 33.93986
C 13.37341 9.97423 34.69302
C 13.34814 9.95574 36.06183
C 12.57219 8.99577 36.70565
C 11.73464 8.11434 35.98402
N 14.21662 10.84422 36.82494
O 15.27581 11.24547 36.29247
O 13.81584 11.25213 37.90191
H 11.22438 7.47062 33.98965
H 12.72946 9.08707 32.86170
H 14.07252 10.65265 34.22678
H 12.40002 9.08119 37.76842
H 11.09842 7.39566 36.47912
C 19.02962 5.21267 28.23881
C 19.10378 4.04879 27.49297
C 20.23852 3.25252 27.43817
C 21.34690 3.64960 28.11083
C 21.29569 4.79047 28.87860
C 20.17011 5.63711 28.96564
N 22.57825 2.85272 28.03306
O 23.58680 3.27015 28.66512
O 22.61380 1.87405 27.28357
H 18.12799 5.80619 28.27363
H 18.23465 3.68767 26.96325
H 20.08074 2.40550 26.78695
H 22.15900 5.18100 29.39685
H 20.16751 6.51871 29.58948
C 7.50507 11.85747 28.27331
C 6.96931 13.12193 28.47024
C 5.71441 13.42138 27.96781
C 4.92126 12.49898 27.32635
C 5.52003 11.19310 27.04494
C 6.77597 10.85531 27.62215
N 3.71647 12.89039 26.53456
O 2.94823 12.00344 26.20081
O 3.47454 14.08709 26.38207
H 8.52498 11.66820 28.57393
H 7.42962 13.91267 29.04404
H 5.32147 14.42054 28.08478
H 4.99947 10.60850 26.30086
H 7.04073 9.84374 27.35194
C 4.38600 -0.00690 34.36494
C 5.67391 -0.28135 34.82215
C 6.72775 -0.03148 33.99810
C 6.56028 0.35744 32.64038
C 5.24738 0.57830 32.23697
C 4.13291 0.27669 33.01700
N 7.69235 0.60479 31.72131
O 8.80524 0.47489 32.16513
O 7.46703 0.70806 30.49526
H 3.60418 -0.17164 35.09158
H 5.84092 -0.65652 35.82103
H 7.69124 -0.13668 34.47456
H 5.10648 1.02673 31.26463
H 3.08075 0.41504 32.81641
C 3.90541 7.56822 37.66469
C 4.98866 7.64381 38.50916
C 6.29591 7.38891 37.98072
C 6.43341 7.08858 36.60172
C 5.29158 7.01410 35.78974
C 4.08974 7.31233 36.36774
N 7.77322 7.09802 35.98193
O 7.84589 7.09039 34.75661
O 8.79593 7.08918 36.65292
H 2.87006 7.60904 37.96930
H 4.85296 7.71558 39.57820
H 7.14099 7.71627 38.56816
H 5.39378 6.77088 34.74247
H 3.22104 7.36398 35.72814
C 7.50193 3.68345 26.79458
C 8.65033 3.14106 27.35192
C 9.54987 2.41060 26.54992
C 9.20271 2.03941 25.22433
C 8.00035 2.49864 24.67886
C 7.18690 3.28152 25.47455
N 10.06589 1.13505 24.38732
O 11.25848 1.25859 24.66460
O 9.61883 0.34008 23.53141
H 6.69700 4.22216 27.27236
H 8.97294 3.40151 28.34915
H 10.47772 2.00311 26.92334
H 7.67222 2.19291 23.69639
H 6.22955 3.60671 25.09489
C 12.42577 12.97890 29.79477
C 12.57716 12.19531 28.67212
C 11.74999 12.44914 27.58912
C 10.74265 13.43392 27.62846
C 10.59925 14.24414 28.83737
C 11.46309 13.93308 29.91384
N 9.94065 13.67040 26.43499
O 9.30350 14.74109 26.38548
O 10.05347 12.94801 25.45537
H 13.11240 12.93471 30.62723
H 13.27932 11.37529 28.70228
H 11.77571 11.91648 26.64997
H 9.87502 15.04411 28.88114
H 11.44616 14.60230 30.76134
C 19.08180 11.15640 28.26756
C 19.19825 9.76134 28.47541
C 18.16745 9.06678 29.18436
C 17.01659 9.81997 29.51795
C 16.87577 11.20714 29.28210
C 17.92032 11.84479 28.65435
N 15.83776 9.12982 30.10624
O 16.12607 7.95902 30.45929
O 14.75411 9.70050 30.13690
H 19.75748 11.73458 27.65473
H 19.89016 9.18886 27.87546
H 18.16312 8.00035 29.35499
H 16.00120 11.79172 29.52662
H 17.90198 12.92463 28.65497
C 20.58163 2.70219 33.49997
C 20.54569 3.23766 32.23583
C 19.41652 3.89473 31.78820
C 18.15029 3.85807 32.52607
C 18.21524 3.26322 33.75450
C 19.36793 2.68157 34.23887
N 16.94566 4.56375 32.09645
O 15.91276 4.51321 32.77158
O 17.06797 5.13938 31.02806
H 21.53872 2.35698 33.86221
H 21.48340 3.18864 31.70227
H 19.33988 4.49644 30.89462
H 17.26098 3.30096 34.25886
H 19.41281 2.40243 35.28121
C 12.17497 -1.53017 33.28694
C 11.46293 -0.51861 34.08008
C 11.73137 -0.43332 35.44960
C 12.53229 -1.34271 36.08728
C 13.22134 -2.29188 35.39800
C 13.02702 -2.41242 33.97749
N 12.77615 -1.24222 37.55193
O 13.31604 -2.11637 38.15276
O 12.41225 -0.21127 38.08635
H 12.10177 -1.52018 32.20947
H 10.82885 0.19516 33.57524
H 11.29730 0.44734 35.89953
H 13.83150 -3.05170 35.86359
H 13.65241 -3.07190 33.39408
C 10.28987 -0.26785 28.89997
C 9.51519 -0.69176 27.87345
C 10.02505 -1.32150 26.73513
C 11.41788 -1.55600 26.69864
C 12.25268 -0.99770 27.65154
C 11.65579 -0.38476 28.74248
N 12.05114 -2.35187 25.62785
O 13.25987 -2.28618 25.48897
O 11.27702 -3.02240 24.94309
H 9.91739 0.20556 29.79638
H 8.45387 -0.49754 27.82558
H 9.37549 -1.66872 25.94525
H 13.32139 -1.14948 27.61634
H 12.24307 -0.10966 29.60609
C 4.77560 5.83656 32.36523
C 3.46263 6.35363 32.51899
C 2.50271 5.61215 33.06760
C 2.81860 4.34078 33.55265
C 4.08605 3.78839 33.39234
C 5.08083 4.55647 32.81373
N 1.75789 3.49979 34.28089
O 2.04459 2.35786 34.43160
O 0.70351 3.99383 34.59564
H 5.55499 6.40595 31.88071
H 3.24882 7.38783 32.29290
H 1.53524 6.07493 33.19502
H 4.37090 2.81268 33.75737
H 6.09079 4.18383 32.72711
C 16.54257 6.88820 26.17978
C 15.38445 7.28355 26.65865
C 15.08924 8.64323 26.54138
C 16.05648 9.54695 26.13237
C 17.36568 9.05599 25.75760
C 17.54134 7.70752 25.83048
N 15.75057 10.96887 26.00940
O 14.66485 11.40127 26.44540
O 16.49117 11.74221 25.39383
H 16.77833 5.83473 26.21171
H 14.75013 6.45503 26.93719
H 14.06948 8.92205 26.76219
H 18.18815 9.71807 25.53045
H 18.52091 7.29292 25.64352